1.
The molecule C3H4O3. Source: OMol25; level of theory: ωB97M-V/def2-TZVPD.

Output
2S+1: 1
orbital gap: 8.4713 eV
ΔE to the lowest compared entry with this formula, charge and spin: 4.6203 eV
highest occupied orbital energy: -9.0 eV

Last column: natural (NBO) charge in e.
Positions of all 10 atoms, in Å:
O: 1.04611 -0.82900 1.25828  -0.60
C: 0.06716 -0.31385 0.57349  0.36
C: -0.30920 -0.78580 -0.79093  -0.20
O: -0.91435 0.44263 -1.14844  -0.52
C: -0.41533 1.22561 -0.04528  0.48
O: -0.96955 2.19554 0.41496  -0.61
H: 1.07956 -0.40762 2.13446  0.51
H: 0.73040 1.22574 -0.20243  0.14
H: -1.06555 -1.57840 -0.70961  0.23
H: 0.48926 -1.11803 -1.46536  0.20

Forces on the atoms, in the same order (eV/Å):
-0.11 0.10 0.09
0.13 -0.28 -0.04
0.15 -0.17 0.10
-0.14 0.09 -0.19
-0.14 0.38 0.23
0.13 -0.21 -0.19
0.03 -0.09 -0.10
-0.03 -0.01 -0.02
0.06 0.10 0.05
-0.09 0.09 0.08



2.
The molecule C3H4O3 in a non-equilibrium geometry. Source: OMol25; level of theory: ωB97M-V/def2-TZVPD.

Output
2S+1: 1
orbital gap: 9.1426 eV
ΔE to the lowest compared entry with this formula, charge and spin: 6.5659 eV
SMILES: OO/C=C1\CO1
highest occupied orbital energy: -8.8 eV

Last column: natural (NBO) charge in e.
Positions of all 10 atoms, in Å:
O: 1.07605 -0.71880 -1.28370  -0.47
O: -0.45861 -0.83806 -1.49913  -0.26
C: -1.15706 0.03163 -0.69031  -0.05
C: -0.66717 0.19774 0.52266  0.25
C: 0.52939 -0.00597 1.24597  -0.10
O: -0.75714 0.83266 1.67678  -0.44
H: 1.28464 0.12591 -1.72645  0.46
H: -1.95042 0.63458 -1.12315  0.21
H: 0.73205 -0.92852 1.78744  0.21
H: 1.36827 0.66883 1.08989  0.20

Forces on the atoms, in the same order (eV/Å):
-1.79 0.11 -0.45
1.66 0.11 -0.55
0.40 0.41 0.34
0.15 -0.10 -0.68
-0.43 0.55 1.13
0.93 -0.45 0.29
-0.36 -0.27 -0.05
0.01 -0.47 -0.12
-0.33 0.32 0.13
-0.24 -0.20 -0.06



Number 2 is which compound?
C3H4O3



Which value of orbital gap does entry 1 give?
8.4713 eV